Entry from the OMol25 dataset: a gas-phase ion, C9H9N2 (charge +1) (ωB97M-V/def2-TZVPD).

Geometry (Å):
C: 1.95625 -0.09954 0.24075
C: 1.54684 1.18445 0.35231
C: -1.80651 0.55708 0.56099
C: -0.94406 1.43923 -0.08245
C: 0.12237 -1.68473 -0.36386
C: 0.88976 0.61024 -2.26787
C: 1.23421 -0.96238 -0.69183
C: -1.64707 -0.84631 1.06177
C: 0.42051 1.50542 -0.36847
N: 1.45424 -0.39886 -1.93032
N: -0.30588 -1.42600 0.92333
H: 2.67517 -0.47400 0.85220
H: 2.04979 1.76503 1.11749
H: -2.70666 0.97769 0.75006
H: -1.21943 2.42974 -0.05865
H: -0.54730 -2.43748 -0.83871
H: 0.72670 1.09556 -3.20519
H: -1.92012 -0.91141 2.02938
H: -2.33781 -1.41858 0.38203
H: 0.35899 -0.90516 1.53704

Atomic forces in eV per Å
-1.80 0.16 -1.28
0.58 -0.52 0.83
4.30 0.74 -0.99
-0.51 -2.52 2.39
0.36 0.19 1.12
0.20 1.47 1.06
0.90 -0.80 0.96
0.87 -0.83 -5.11
0.50 -1.05 -2.66
-1.63 -1.10 -1.61
-0.03 0.41 1.52
2.15 -0.95 1.70
-0.39 0.44 -0.04
-2.90 1.15 0.70
-1.80 2.47 -0.88
0.83 1.16 -0.62
0.02 0.52 -0.34
-1.31 -0.21 3.22
0.36 -0.03 1.03
-0.70 -0.69 -0.98

## Properties
**Charge**: +1
**Energy above the lowest of the compared OMol25 structures with the same formula, charge and spin**: 10.118 eV
**LUMO energy (alpha / beta)**: -6.49 / -5.35 eV
**HOMO-LUMO gap (alpha / beta)**: 5.80 / 7.12 eV
**Calculated total energy**: -12443.455 eV